Entry 1:
Density functional theory data (ωB97M-V with the def2-TZVPD basis set) for 9 unconnected molecules or ions with the total composition C4H25N2O10 at a distorted geometry.

```
41
Properties=species:S:1:pos:R:3:forces:R:3:lowdin_charge:R:1
C -1.2342 -0.0580 2.0724 1.12 -0.89 -1.73 -0.217
O -1.7666 -1.0960 1.2773 -1.43 -0.28 -0.15 -0.129
C -0.4754 0.9062 1.1187 -0.70 0.63 0.97 -0.351
C -1.4639 1.7415 0.2887 0.09 0.61 -0.62 -0.064
C -0.6250 2.7738 -0.4712 0.05 -0.36 -0.44 -0.517
N -0.1829 2.4145 -1.7105 -0.43 0.05 0.49 0.170
O -0.2736 3.8454 0.0053 -0.31 0.32 0.09 0.000
N 0.4927 0.2721 0.2414 0.74 0.12 0.30 0.066
H -0.5379 -0.5002 2.7936 0.07 0.29 0.21 0.108
H -2.0346 0.4733 2.5869 -0.09 -0.09 0.03 0.111
H 0.0962 1.6157 1.7391 -0.24 -0.08 -0.03 0.121
H -2.2467 2.2586 0.8525 0.63 0.16 0.51 0.125
H -2.0687 1.1694 -0.4083 0.47 -0.48 -0.17 0.089
H 0.3448 3.1127 -2.2039 0.07 -0.17 -0.12 0.103
H -0.4287 1.5178 -2.1113 -0.06 0.39 0.07 0.066
H 0.1233 -0.1841 -0.5836 -0.35 -0.12 0.20 0.073
H 0.9878 -0.4359 0.7676 -0.03 -0.20 -0.14 0.068
H -2.4232 -0.3948 -2.1583 0.26 -0.06 -0.03 0.048
H -1.5322 0.1670 -3.2710 -0.09 -0.47 0.26 0.018
O -2.1336 0.4331 -2.5591 -0.35 0.26 -0.32 -0.083
H -0.4376 -2.2277 -2.9856 0.28 0.73 0.08 0.010
H 0.7997 -1.2961 -3.1662 -0.13 -0.22 0.16 0.034
O -0.1557 -1.3302 -3.2977 0.17 -0.26 -0.44 -0.098
H 2.1198 1.6167 0.4383 0.00 0.06 -0.24 0.000
H 2.4940 2.8395 -0.3834 -0.09 -0.04 0.06 0.016
O 2.8155 2.2972 0.3437 0.00 -0.02 0.09 -0.082
H -0.0580 -3.5747 0.5699 0.36 0.16 0.76 -0.007
H -1.1083 -1.7665 0.9116 0.37 0.85 0.89 0.024
O 0.2443 -2.6586 0.6786 -0.25 -0.69 -0.67 -0.387
H -1.3656 -4.0665 -1.5057 0.23 0.39 -0.04 0.057
H -0.4209 -2.9346 -0.9231 -0.31 0.13 -0.16 0.006
O -0.9923 -3.1953 -1.7005 -0.23 -0.52 0.16 -0.093
H 1.3138 -2.2270 2.2004 -0.18 -0.40 0.02 -0.022
H 1.0835 -3.2818 3.2324 0.00 0.05 -0.01 0.018
O 1.6201 -2.4970 3.0874 0.16 0.17 0.11 -0.101
H 0.2194 4.2424 1.9736 0.27 -0.27 -0.37 0.008
H 1.7327 3.9161 2.0992 -0.31 -0.16 -0.21 0.020
O 0.8764 3.8070 2.5318 0.14 0.25 0.71 -0.084
H 1.5718 -2.7075 -0.3218 -0.34 0.00 -0.80 -0.014
H 2.9304 -2.3050 -0.8626 -0.05 -0.10 -0.41 0.023
O 2.0995 -2.6824 -1.1866 0.45 0.26 0.92 -0.128
```
Positions in Å, forces in eV/Å.

Calculated values
**Charge**: -1
**Frontier orbital gap**: 0.322 hartree
**Energy relative to the best compared isomer or geometry (same formula, charge and spin)**: 120.37 kJ/mol
**Multiplicity**: 1



Entry 2:
Density functional theory data (ωB97M-V with the def2-TZVPD basis set) for 9 unconnected molecules or ions with the total composition C4H25NO9S at a distorted geometry.

```
40
Properties=species:S:1:pos:R:3:forces:R:3:lowdin_charge:R:1
C -0.1113 -1.0544 0.6222 -1.99 -0.94 -0.34 -0.184
N -1.1910 -0.4823 -0.2167 -0.11 -0.11 -0.48 -0.088
C -2.2841 0.2538 0.3637 0.06 1.72 0.61 -0.395
O -2.0457 1.5698 0.7823 0.76 0.51 0.60 -0.338
C 0.3924 -2.3230 -0.1328 0.81 0.57 -0.09 -0.275
C 1.8907 -2.3064 -0.5029 -0.14 -0.36 -1.11 -0.691
S 2.1724 -3.0717 -2.1867 -0.03 0.10 0.24 0.151
H -0.6622 -1.3409 1.5382 0.62 0.13 -0.09 0.100
H 0.6552 -0.3281 0.8769 0.31 0.01 0.01 0.095
H -0.8262 0.0431 -1.0034 0.21 0.08 0.10 0.094
H -2.6102 -0.2643 1.2814 -0.27 -0.63 -0.49 0.100
H -3.0865 0.3707 -0.4009 0.13 -0.81 0.27 0.102
H -0.1468 -2.4011 -1.0736 0.05 0.43 -0.14 0.034
H 0.0909 -3.2621 0.3136 0.18 -0.19 0.73 0.089
H 2.5727 -2.8196 0.1812 -0.32 0.16 0.23 0.024
H 2.2232 -1.2673 -0.5885 0.04 0.05 0.28 0.015
H -1.7573 1.7353 3.3281 0.00 0.26 0.35 0.036
H -0.9682 1.6708 2.1332 -0.04 -0.43 0.10 0.028
O -0.8213 1.6046 3.1325 -0.46 0.34 -0.45 -0.121
H -1.1030 -1.9917 -3.2554 -0.17 0.20 0.76 0.032
H -1.9588 -1.3938 -2.0291 0.70 -0.23 0.22 -0.004
O -1.9476 -1.6018 -2.9746 -0.42 0.02 -0.91 -0.093
H 0.4012 0.4139 -3.9823 -0.46 -0.12 -0.52 -0.029
H -1.1478 0.1978 -4.2594 0.43 -0.06 0.11 -0.007
O -0.3285 0.5458 -4.6429 -0.31 0.22 0.06 -0.130
H 1.1072 2.5642 0.3664 0.91 -0.91 -0.86 0.010
H 2.3918 1.5621 0.1260 -0.55 -0.13 -0.57 0.023
O 2.0091 2.2500 0.6627 0.12 0.80 1.27 -0.096
H -0.5861 2.5367 -1.4639 -0.14 -0.09 0.39 0.023
H -0.9873 2.3637 0.1867 -0.04 -0.58 -2.07 0.035
O -0.2605 2.7026 -0.5734 -0.40 0.41 1.21 -0.185
H 0.1085 -0.7953 4.3946 -0.65 0.74 -0.51 0.035
H -1.2860 -0.1163 3.9164 1.23 0.33 -0.27 -0.015
O -0.8527 -0.8764 4.3202 -0.35 -1.43 0.89 -0.095
H 1.2203 2.1656 3.7928 0.01 -0.07 -0.51 -0.010
H 2.1655 2.0594 2.5489 -0.37 0.29 0.13 -0.012
O 2.1305 2.3001 3.4962 0.28 -0.12 0.34 -0.114
H 1.6127 -0.2307 -2.3483 0.00 0.69 0.25 0.009
H 1.9860 -0.9723 -3.4639 0.23 0.21 -0.40 -0.029
O 1.8391 -0.0106 -3.2658 0.13 -1.08 0.64 -0.126
```
Positions in Å, forces in eV/Å.

Calculated values
**Charge**: -2
**Frontier orbital gap**: 0.237 hartree
**Energy relative to the best compared isomer or geometry (same formula, charge and spin)**: 75.91 kJ/mol
**Multiplicity**: 1



Entry 3:
Density functional theory data (ωB97M-V with the def2-TZVPD basis set) for 10 unconnected molecules or ions with the total composition C4H26NO11 at a distorted geometry.

```
42
Properties=species:S:1:pos:R:3:forces:R:3:lowdin_charge:R:1
O -2.8384 -0.0494 -1.9249 -1.00 -0.42 0.67 0.032
C -2.2317 -1.0738 -2.0576 1.87 -0.75 -1.01 -0.202
C -0.7901 -1.0459 -2.6949 -2.35 2.88 -0.02 -0.313
C 0.1571 -1.1227 -1.5477 1.58 1.40 1.94 -0.144
C 0.4077 0.3281 -0.8578 0.39 -1.61 -0.44 -0.367
O 1.0083 0.1975 0.3662 0.57 -0.25 1.00 -0.338
N -0.7622 0.3095 -3.4177 0.22 -1.89 -0.45 0.037
H -2.5673 -2.1305 -1.7842 -0.16 1.15 0.14 0.138
H -0.7809 -1.8565 -3.4033 0.37 -0.36 -0.41 0.114
H 1.1854 -1.4514 -1.7522 -0.46 -0.20 -0.58 0.101
H -0.1750 -1.7640 -0.7140 -0.24 0.05 -0.35 0.100
H 1.0246 0.9515 -1.5424 -0.48 -0.62 0.20 0.089
H -0.5411 0.8178 -0.7168 -0.76 0.37 -0.42 0.066
H 0.1894 0.6267 -3.5165 0.06 0.03 0.14 0.051
H -1.2974 1.0217 -2.9340 0.19 -0.36 0.25 0.047
H -0.0374 -1.4382 2.4832 -0.21 -0.12 -0.29 0.015
H 1.0987 -2.3591 2.7442 -0.48 -0.10 -0.16 0.035
O 0.1344 -2.3851 2.5696 0.92 0.10 0.40 -0.089
H 1.9111 -2.0377 0.1056 -0.82 -0.08 0.28 -0.003
H 1.3290 -3.5470 -0.0193 -0.15 0.88 0.26 0.034
O 2.0969 -2.9684 -0.0718 1.14 -0.72 -0.20 -0.079
H -3.1814 1.1079 0.1279 0.39 0.14 -0.74 0.048
H -2.1217 2.2843 -0.0737 -0.03 -0.50 -0.31 0.055
O -2.8834 1.9737 0.4291 -0.81 0.49 0.10 -0.037
H -2.8639 -1.5384 2.2506 0.55 -0.58 0.25 0.033
H -1.9327 -2.8613 2.1334 0.03 0.59 0.47 0.015
O -2.4202 -2.1724 1.6689 -0.70 0.21 -0.84 -0.079
H 3.9570 1.0916 -0.1779 -0.66 -0.09 0.15 0.027
H 2.4529 0.9113 0.4357 0.19 -0.49 -0.70 -0.034
O 3.3980 1.1907 0.6045 0.93 0.31 0.05 -0.110
H 1.0165 1.8139 1.1583 -0.83 -0.03 -0.10 0.005
H 0.2215 3.2062 1.5451 -0.19 -0.80 0.30 0.044
O 1.0383 2.7974 1.2476 0.51 0.92 -0.30 -0.080
H 0.9845 3.3661 -2.0983 -0.09 0.00 0.76 0.046
H 0.7224 3.0981 -0.5233 0.50 -0.02 -0.19 0.006
O 0.3907 2.9790 -1.4382 -0.45 0.88 -0.66 -0.099
H 2.0378 -0.0192 2.1796 0.98 -1.15 1.15 0.034
H 3.2830 -0.7869 1.9690 0.09 0.08 0.38 0.025
O 2.6750 -0.6090 2.7050 -1.23 0.79 -1.32 -0.104
H -1.1406 0.5772 2.0785 -0.19 0.42 0.34 0.010
H -2.3949 1.4301 1.8745 0.96 -0.02 0.91 -0.017
O -1.7601 1.1369 2.5899 -0.18 -0.54 -0.63 -0.112
```
Positions in Å, forces in eV/Å.

Calculated values
**Charge**: -1
**Frontier orbital gap**: 0.301 hartree
**Energy relative to the best compared isomer or geometry (same formula, charge and spin)**: 331.34 kJ/mol
**Multiplicity**: 1



Entry 4:
Density functional theory data (ωB97M-V with the def2-TZVPD basis set) for 11 unconnected molecules or ions with the total composition C4H27NO12S at a distorted geometry.

```
45
Properties=species:S:1:pos:R:3:forces:R:3:lowdin_charge:R:1
O 2.7249 1.4635 -0.3216 -0.24 0.39 0.07 0.023
C 1.6003 0.9739 -0.3000 2.42 -2.15 0.72 -0.481
N 1.3893 -0.1271 0.5602 -2.98 1.52 -0.72 0.069
C -0.0517 -0.4125 0.9504 1.31 0.00 0.22 -0.329
O -0.5197 0.1547 2.1073 0.44 0.01 -0.21 -0.274
C 0.5921 1.3057 -1.3306 -1.20 0.97 0.08 -0.215
C 1.1415 1.7274 -2.7078 0.44 0.02 -0.26 -0.700
S 0.2221 0.9460 -4.0764 -0.57 -0.03 -0.10 0.252
H 2.0264 -0.3609 1.3058 0.34 0.52 -0.15 0.101
H -0.0558 -1.4704 1.0609 -0.31 -1.08 -0.03 0.047
H -0.5964 -0.2140 0.0403 -0.62 0.33 -0.10 0.097
H -0.1591 0.5251 -1.5422 0.49 0.30 0.39 0.057
H 0.0736 2.1570 -0.8155 -0.12 -0.46 -0.77 0.122
H 1.1229 2.8263 -2.8122 0.04 -0.45 0.06 0.044
H 2.1796 1.3921 -2.8537 -0.23 0.31 0.50 0.031
H -0.6813 -1.4218 -3.7230 0.16 0.14 0.11 -0.065
H -1.7060 -1.7939 -2.6808 -0.17 0.09 -0.09 -0.002
O -1.0872 -2.1996 -3.2948 0.27 -0.22 -0.02 -0.119
H 3.0967 -1.9626 -0.0181 0.30 0.48 -0.20 -0.004
H 2.9759 -1.1422 -1.2955 0.06 0.07 0.12 0.039
O 3.1976 -2.0231 -0.9719 0.73 0.01 -0.35 -0.055
H -1.5733 2.6673 2.6345 0.22 -0.23 -0.11 0.045
H -2.0930 1.5571 1.6672 0.18 0.68 0.51 0.017
O -2.0106 2.5241 1.7907 -0.67 -0.10 -0.38 -0.070
H 1.6325 1.4362 3.1423 -0.24 0.14 -0.08 0.001
H 0.1626 1.3718 2.5826 1.23 0.26 0.47 -0.022
O 0.8661 2.0100 3.0209 -0.50 0.02 -0.10 -0.164
H -0.4542 4.3084 0.1405 0.07 -0.44 0.34 0.018
H -1.7919 3.4635 0.1925 0.89 0.68 0.33 0.001
O -1.3444 4.2440 -0.2009 -0.81 0.16 -0.69 -0.099
H -3.5100 0.3027 -2.1937 0.16 0.20 0.07 0.017
H -2.2060 0.5358 -3.0209 0.16 0.15 -0.26 -0.045
O -3.0927 0.1294 -3.0409 -0.16 -0.24 0.09 -0.102
H 0.6499 -3.0461 -1.6568 -0.10 0.01 0.03 0.037
H 0.9756 -2.1553 -0.4790 -0.01 0.09 -0.27 -0.011
O 0.7731 -3.0746 -0.6979 -0.63 -0.24 0.18 -0.075
H -1.9387 0.0043 2.3602 -0.53 -0.95 -0.68 -0.021
H -3.0759 -0.3912 1.3006 0.13 -0.09 -0.05 0.005
O -2.9492 -0.2460 2.2409 -0.11 0.23 0.52 -0.153
H -0.6462 -2.2015 3.1942 -0.04 -0.01 -0.20 0.051
H -0.8358 -3.2104 2.0541 -0.01 0.06 0.28 0.056
O -0.3823 -3.0904 2.9030 -0.26 0.08 -0.16 -0.060
H 1.1448 -2.4764 1.9881 0.46 0.13 0.97 0.004
H 2.1168 -2.7135 0.9576 0.30 -0.18 0.51 0.014
O 2.0971 -2.2929 1.8394 -0.27 -1.17 -0.59 -0.082
```
Positions in Å, forces in eV/Å.

Calculated values
**Charge**: -2
**Frontier orbital gap**: 0.227 hartree
**Energy relative to the best compared isomer or geometry (same formula, charge and spin)**: 370.76 kJ/mol
**Multiplicity**: 1



The records above give, respectively, M values of 261.2, 263.3, 264.2, 313.3 g/mol.